one.
The following is a quantum chemistry calculation of a 2-piece molecular cluster, C2H8N2 overall, from the Open Molecules 2025 dataset.

As for the SMILES: [H]/N=C/N.C. The LUMO energy comes out at 1.069 eV. As for the HOMO energy: -9.74 eV.

Geometry (Å):
N (-3.2846, 2.3172, -1.0451)
N (-4.2980, 0.6867, -2.3312)
C (5.2812, -1.9104, 1.8440)
C (-3.6948, 1.0048, -1.2492)
H (5.8025, -0.9995, 1.5506)
H (-3.8791, 2.9249, -1.6018)
H (-4.3421, -0.3262, -2.3731)
H (-3.5216, 0.2500, -0.4945)
H (-3.3944, 2.6375, -0.0882)
H (5.9049, -2.7749, 1.6859)
H (4.3981, -1.9921, 1.2051)
H (5.0278, -1.8182, 2.8976)

These are the Mulliken partial charges, in e, on atoms 1 to 4: number 1, N, carries -0.523; number 2, N, carries -0.617; number 3, C, carries -0.893; number 4, C, carries 0.055

two.
The following is a quantum chemistry calculation of C2H8N2 in the gas phase, from the Open Molecules 2025 dataset.

As for the SMILES: NCCN. The LUMO energy comes out at 1.168 eV. As for the HOMO energy: -8.64 eV.

Geometry (Å):
N (-0.7590, 0.1781, 1.7929)
N (0.8408, -0.3948, -1.8169)
C (-0.5153, 0.3682, 0.3465)
C (0.7483, -0.4161, -0.3054)
H (1.6841, 0.0881, 0.0521)
H (0.3550, -1.0413, -2.3448)
H (-1.3327, 0.2117, -0.2302)
H (-1.4081, -0.5440, 2.0249)
H (-0.1237, 1.3983, 0.2520)
H (-1.0689, 1.0431, 2.2980)
H (0.6620, -1.4455, 0.1503)
H (0.9177, 0.5542, -2.2195)

These are the Mulliken partial charges, in e, on atoms 1 to 4: number 1, N, carries -0.546; number 2, N, carries -0.486; number 3, C, carries -0.485; number 4, C, carries -0.407

three.
The following is a quantum chemistry calculation of a 2-piece molecular cluster, C2H8N2 overall, from the Open Molecules 2025 dataset.

As for the SMILES: [H]/N=C/N.C. The LUMO energy comes out at 0.977 eV. As for the HOMO energy: -9.33 eV.

Geometry (Å):
N (-0.2881, -1.6756, -0.4888)
N (-0.1420, -0.6920, 1.5941)
C (0.2550, -1.6090, 0.6583)
C (0.0664, 3.1523, -1.5277)
H (0.2230, 4.1947, -1.7574)
H (-0.1927, 2.9460, -0.4985)
H (0.9939, -2.3315, 1.0157)
H (-0.7116, 2.7649, -2.1773)
H (0.9568, 2.5718, -1.7553)
H (0.2210, -2.3283, -1.0761)
H (0.5326, -0.4514, 2.2985)
H (-0.7181, 0.0564, 1.2460)

These are the Mulliken partial charges, in e, on atoms 1 to 4: number 1, N, carries -0.657; number 2, N, carries -0.474; number 3, C, carries 0.093; number 4, C, carries -0.942

four.
The following is a quantum chemistry calculation of a 2-piece molecular cluster, C2H8N2 overall, from the Open Molecules 2025 dataset.

As for the SMILES: C=N.CN. The LUMO energy comes out at 0.880 eV. As for the HOMO energy: -8.92 eV.

Geometry (Å):
N (1.5627, -1.3329, -1.3635)
N (-0.3946, 0.9837, 1.4688)
C (1.8163, -0.3022, -2.0271)
C (-1.4115, -0.1044, 1.3801)
H (-2.3935, 0.3760, 1.4249)
H (-0.2333, 1.2080, 0.4806)
H (-1.4459, -0.6665, 0.4575)
H (2.6469, 0.3722, -1.7740)
H (0.6633, -1.6580, -1.0433)
H (-0.8674, 1.8532, 1.7144)
H (1.3708, -0.0369, -3.0081)
H (-1.3138, -0.6923, 2.2895)

These are the Mulliken partial charges, in e, on atoms 1 to 4: number 1, N, carries -0.463; number 2, N, carries -0.573; number 3, C, carries -0.244; number 4, C, carries -0.633

Going by the energies, three is most stable and the next is 10.6 kJ/mol up.

one.
The following is a quantum chemistry calculation of C23H25N3O4 in the gas phase, from the Open Molecules 2025 dataset.

As for the SMILES: COc1cccc(OCc2cc(C(=O)N3CCN(C)[C@H](c4ccccc4)C3)no2)c1. The LUMO energy comes out at 0.683 eV. As for the HOMO energy: -8.33 eV.

Geometry (Å):
O (-0.0359, -0.0898, 1.7194)
O (4.1692, 2.8386, -0.0601)
O (4.8495, -1.9625, -0.4956)
O (1.4830, -2.1201, -1.8976)
N (0.2967, -1.8362, -1.3096)
N (-1.7049, -1.3294, 0.8537)
N (-4.4708, -1.1053, 0.1311)
C (-4.2833, 2.7360, -1.3430)
C (6.2014, -0.6404, 0.8751)
C (-5.3178, -2.0952, 0.7555)
C (5.1390, -0.7073, -0.0202)
C (-4.4941, 1.5839, -0.6107)
C (-3.8577, -0.1527, 1.0498)
C (3.8809, -2.1193, -1.4936)
C (4.8062, 1.6647, 0.1938)
C (-2.6654, -0.7879, 1.7927)
C (2.4787, -1.8921, -1.0227)
C (-3.5304, 1.1134, 0.2775)
C (-2.1423, 2.9875, -0.3116)
C (0.5489, -1.4389, -0.0861)
C (-0.4296, -0.9061, 0.8954)
C (-3.1013, 3.4433, -1.1969)
C (2.9793, 2.8172, -0.8117)
C (-3.4788, -1.6437, -0.7745)
C (1.9494, -1.4552, 0.1560)
C (5.8790, 1.7295, 1.0813)
C (6.5664, 0.5796, 1.4121)
C (-2.3530, 1.8322, 0.4252)
C (4.4467, 0.4449, -0.3715)
C (-2.2835, -2.2914, -0.0540)
H (2.2307, 2.1584, -0.3596)
H (-1.5434, -2.6080, -0.7852)
H (3.6248, 0.3980, -1.0656)
H (-1.2178, 3.5324, -0.1872)
H (2.4474, -1.1760, 1.0593)
H (6.7199, -1.5493, 1.1319)
H (-5.7952, -2.6837, -0.0275)
H (-2.1606, -0.0661, 2.4337)
H (3.1592, 2.5116, -1.8481)
H (7.3939, 0.6315, 2.1030)
H (-6.0956, -1.5828, 1.3212)
H (6.1438, 2.6861, 1.5008)
H (3.9788, -3.1573, -1.8314)
H (-4.6121, 0.1095, 1.8037)
H (2.6090, 3.8411, -0.8031)
H (-3.9551, -2.3765, -1.4276)
H (-2.9315, 4.3441, -1.7683)
H (-3.1070, -0.8180, -1.3877)
H (-5.0425, 3.0844, -2.0281)
H (4.0822, -1.4642, -2.3558)
H (-2.6244, -3.1592, 0.5259)
H (-4.7976, -2.7854, 1.4349)
H (-5.4099, 1.0245, -0.7262)
H (-1.5816, 1.5123, 1.1062)
H (-3.0409, -1.6045, 2.4219)

These are the Mulliken partial charges, in e, on atoms 1 to 4: number 1, O, carries -0.737; number 2, O, carries -0.446; number 3, O, carries -0.443; number 4, O, carries -0.262

two.
The following is a quantum chemistry calculation of C23H25N3O4 in the gas phase, from the Open Molecules 2025 dataset.

As for the SMILES: O=C(NCc1ccco1)C(=O)c1cn(CC(=O)N2CCCCCC2)c2ccccc12. The LUMO energy comes out at 0.019 eV. As for the HOMO energy: -8.32 eV.

Geometry (Å):
O (2.1737, -2.7166, -0.1967)
O (-4.7347, 0.3900, 1.0768)
O (2.0891, 0.2148, 1.6852)
O (6.8422, -0.2781, 0.1305)
N (3.8001, -1.1776, 1.1538)
N (-2.9212, 1.6877, 0.8030)
N (-1.7740, -1.0595, 1.4824)
C (4.8823, -0.3254, 1.5958)
C (-0.4404, -0.9655, 1.6341)
C (-0.8064, -3.2870, -1.1356)
C (7.2901, 0.3695, -0.9576)
C (-1.1519, 1.1261, -1.3006)
C (-3.6554, 2.5026, -0.1510)
C (-2.1503, 1.9419, -2.1262)
C (-2.7739, -0.3427, 2.2237)
C (-3.5682, 1.9254, -1.5619)
C (0.2140, -1.7557, 0.7040)
C (6.3886, 1.3014, -1.3671)
C (-2.0167, -3.6823, -1.6656)
C (-3.5635, 0.6233, 1.3143)
C (-2.0477, -1.9227, 0.4398)
C (5.3063, 1.2198, -0.4578)
C (2.5098, -0.8161, 1.1872)
C (1.6289, -1.8721, 0.5029)
C (-0.8190, -2.3976, -0.0669)
C (-1.5651, 2.0994, 1.0745)
C (-3.2258, -3.2053, -1.1564)
C (-3.2643, -2.3189, -0.0987)
C (5.6349, 0.2449, 0.4382)
C (-0.5799, 1.8764, -0.0974)
H (-1.5965, 3.1672, 1.3203)
H (-1.7989, 2.9738, -2.2050)
H (-2.3083, 0.1831, 3.0594)
H (4.4083, 1.8027, -0.4618)
H (-3.9414, 0.8997, -1.5374)
H (4.0100, -2.0094, 0.6128)
H (-3.5119, -1.0487, 2.6205)
H (-2.1863, 1.5301, -3.1370)
H (-4.2243, 2.5050, -2.2138)
H (-4.2003, -1.9397, 0.2803)
H (-1.1979, 1.5836, 1.9580)
H (4.4216, 0.4761, 2.1805)
H (-2.0354, -4.3751, -2.4938)
H (0.1311, -3.6502, -1.5247)
H (-1.6219, 0.1937, -0.9865)
H (-4.7017, 2.5251, 0.1649)
H (0.2811, 1.3228, 0.2803)
H (8.2499, 0.0827, -1.3385)
H (-0.0027, -0.3661, 2.4085)
H (6.4787, 1.9623, -2.2043)
H (-3.2488, 3.5154, -0.1255)
H (-4.1522, -3.5354, -1.6020)
H (-0.2133, 2.8441, -0.4448)
H (-0.3086, 0.8584, -1.9410)
H (5.5680, -0.9012, 2.2237)

These are the Mulliken partial charges, in e, on atoms 1 to 4: number 1, O, carries -0.740; number 2, O, carries -0.669; number 3, O, carries -0.689; number 4, O, carries -0.352

Going by the energies, two is most stable and the next is 267.8 kJ/mol up.

one.
The following is a quantum chemistry calculation of C3H6N2O as an isolated structure, from the Open Molecules 2025 dataset.

The LUMO energy comes out at 0.774 eV. As for the HOMO energy: -9.33 eV.

Geometry (Å):
O (3.0944, -0.7743, 0.0015)
N (-1.2834, 0.6803, 0.4175)
N (0.9126, -0.1256, 0.1749)
C (0.0157, 0.7703, 0.7085)
C (2.2709, 0.0016, 0.4194)
C (-1.7809, -0.3506, -0.4931)
H (2.4847, 0.8956, 1.0300)
H (-0.5813, 1.7635, 0.2758)
H (0.6434, -0.9371, -0.3788)
H (-2.8251, -0.1698, -0.7517)
H (-1.7471, -1.3127, 0.0199)
H (-1.2040, -0.4413, -1.4240)

These are the Mulliken partial charges, in e, on atoms 1 to 4: number 1, O, carries -0.523; number 2, N, carries -0.308; number 3, N, carries -0.071; number 4, C, carries -0.269

two.
The following is a quantum chemistry calculation of a 2-piece molecular cluster, C3H6N2O overall, from the Open Molecules 2025 dataset.

The LUMO energy (spin up / spin down) comes out at -1.731 / -1.031 eV. As for the HOMO energy (spin up / spin down): -9.38 / -9.57 eV.

Geometry (Å):
O (-2.7286, 0.8383, 0.5329)
N (-0.9677, 0.2804, -0.2437)
N (-0.7216, -2.0708, -0.0864)
C (-0.3563, -0.8903, 0.0196)
C (0.9235, -0.1218, 0.4402)
C (0.0799, 1.1423, 0.1231)
H (1.8852, -0.3316, -0.0555)
H (0.0595, -2.6613, 0.2285)
H (-0.2210, 1.9557, 0.8495)
H (0.5425, 1.5737, -0.7171)
H (1.0564, -0.1330, 1.4649)
H (-2.9041, -0.0988, 0.3694)

These are the Mulliken partial charges, in e, on atoms 1 to 4: number 1, O, carries -0.451; number 2, N, carries -0.277; number 3, N, carries -0.666; number 4, C, carries 0.610

three.
The following is a quantum chemistry calculation of C3H6N2O in the gas phase, from the Open Molecules 2025 dataset.

As for the SMILES: [H]/N=C(\C)NC=O. The LUMO energy comes out at 0.713 eV. As for the HOMO energy: -9.75 eV.

Geometry (Å):
O (2.7997, -1.6466, -0.4015)
N (-0.6587, 0.6839, -1.5054)
N (0.8834, -0.4507, -0.5004)
C (-1.2449, 0.5890, 0.8910)
C (1.8595, -1.1346, 0.1758)
C (-0.3389, 0.2943, -0.3388)
H (-0.7746, 0.8287, 1.8513)
H (1.7287, -1.1841, 1.2620)
H (-1.8745, 1.4609, 0.6448)
H (-1.4992, 1.2139, -1.6428)
H (-1.9615, -0.2254, 1.0660)
H (1.0810, -0.4295, -1.5021)

These are the Mulliken partial charges, in e, on atoms 1 to 4: number 1, O, carries -0.547; number 2, N, carries -0.703; number 3, N, carries -0.152; number 4, C, carries -1.028

Going by the energies, three is most stable and the next is 262.5 kJ/mol up.

one.
The following is a quantum chemistry calculation of C5H9N2 as an isolated structure, from the Open Molecules 2025 dataset.

The net charge is +1. The LUMO energy comes out at -4.261 eV. As for the HOMO energy: -14.14 eV.

Geometry (Å):
N (-0.2725, 0.7362, -1.5421)
N (0.3912, 0.1312, 0.7658)
C (-0.2883, -1.4578, -0.3690)
C (-0.0256, 0.0510, -0.4964)
C (-0.4617, 1.0848, -2.7030)
C (0.1454, -1.2743, 1.0472)
C (0.5829, 1.1243, 1.7972)
H (1.5195, 1.6360, 1.7187)
H (-1.3913, -1.6368, -0.4542)
H (1.1307, -1.7388, 1.3551)
H (0.1143, -2.1531, -1.1296)
H (0.4968, 0.4978, 2.6648)
H (0.3678, 1.2541, -3.3556)
H (-0.6764, -1.4738, 1.8242)
H (-0.1379, 1.9612, 1.9056)
H (-1.4949, 1.2579, -3.0287)

These are the Mulliken partial charges, in e, on atoms 1 to 4: number 1, N, carries -0.059; number 2, N, carries 0.074; number 3, C, carries -0.498; number 4, C, carries 0.204

two.
The following is a quantum chemistry calculation of an isolated ion of composition C5H9N2 and charge +1, from the Open Molecules 2025 dataset.

As for the SMILES: [H]/N=C(\C)[C@H]1[C@@H]2[NH2+][C@@H]21. The net charge is +1. The LUMO energy comes out at -3.247 eV. As for the HOMO energy: -13.64 eV.

Geometry (Å):
N (-2.1744, -0.4250, 1.0953)
N (1.7580, 0.1837, 0.6343)
C (1.1244, 0.2678, -0.4148)
C (-1.0370, -1.1412, 0.5199)
C (1.4910, 0.5714, -1.8068)
C (-0.3586, 0.3159, -0.1098)
C (-0.7532, 0.0529, 1.3426)
H (-0.2770, 0.3609, 2.3757)
H (2.7540, 0.2444, 0.8098)
H (-2.9377, 0.0410, 0.5311)
H (1.3789, 1.6268, -1.9971)
H (2.5491, 0.4255, -1.9497)
H (-0.8319, -2.1151, 0.4865)
H (-1.0669, 0.5716, -0.8523)
H (-2.5913, -0.9450, 1.7754)
H (0.9727, -0.0358, -2.4400)

These are the Mulliken partial charges, in e, on atoms 1 to 4: number 1, N, carries -0.177; number 2, N, carries -0.492; number 3, C, carries 0.459; number 4, C, carries -0.392

Going by the energies, one is most stable and the next is 202.1 kJ/mol up.